Density functional theory data (ωB97M-V/def2-TZVPD) for a 12-piece molecular cluster, C40H114N10O12 overall at a distorted geometry.

Maximum force ... 3.59 eV Å⁻¹
ΔE to the lowest compared entry with this formula, charge and spin ... 80.8 kcal per mole
Energy ... -3042.5671 hartree
Orbital gap ... 9.25 eV
E_HOMO ... -8.6 eV

Geometry as XYZ:
```
176
Properties=species:S:1:pos:R:3:forces:R:3
C -6.737 2.408 -2.864 0.78 0.72 -2.37
O -6.584 1.269 -2.103 0.42 -0.42 0.75
C -5.870 1.558 -0.920 -1.51 -0.95 0.75
C -5.681 0.302 -0.057 0.69 1.20 -0.66
C -6.945 -0.391 0.287 -1.22 -0.60 0.50
N -4.934 0.738 1.102 0.49 -0.54 1.31
H -7.167 2.103 -3.845 0.30 0.15 0.62
H -5.729 2.871 -3.078 -0.78 -0.26 0.11
H -7.377 3.210 -2.492 -0.15 -0.17 0.66
H -4.944 2.056 -1.043 1.43 0.26 -0.77
H -6.431 2.292 -0.379 -0.79 0.58 0.81
H -5.010 -0.294 -0.658 0.07 -0.79 -0.20
H -7.615 0.231 0.956 0.79 -0.51 -0.66
H -6.701 -1.338 0.835 -0.44 0.64 -0.54
H -7.493 -0.578 -0.646 -0.06 -0.33 0.38
H -4.818 -0.027 1.798 -0.04 0.44 -0.88
H -5.538 1.362 1.606 -0.27 0.61 0.35
C 6.885 3.719 4.277 1.27 -0.97 1.47
O 5.723 2.988 4.667 -1.00 0.43 -1.31
C 4.772 2.939 3.556 2.56 -1.34 0.13
C 5.283 2.126 2.359 1.17 1.48 -0.29
C 4.162 2.195 1.378 -0.94 -0.73 -1.36
N 5.627 0.756 2.681 0.95 -0.71 -0.49
H 7.138 4.461 5.090 -0.15 -0.86 -0.84
H 6.799 4.230 3.342 -0.41 0.51 -0.55
H 7.744 2.983 4.123 -0.81 0.96 0.42
H 3.831 2.514 3.812 -0.61 -0.39 1.08
H 4.611 3.895 3.146 -0.27 1.58 -0.11
H 6.197 2.646 1.910 -1.03 -0.30 0.48
H 4.479 1.588 0.470 -0.84 0.65 0.85
H 3.881 3.236 1.060 0.49 -1.00 0.35
H 3.269 1.735 1.894 0.66 0.19 -0.90
H 6.459 0.804 3.272 -0.31 -0.20 0.15
H 5.976 0.268 1.818 -0.71 0.62 0.92
C -3.563 -2.467 2.365 -2.79 -0.53 0.12
O -3.871 -1.720 3.538 -0.03 -1.10 -0.82
C -2.993 -0.666 3.757 -0.62 1.24 0.90
C -3.482 0.016 5.083 0.94 -0.18 -0.92
C -4.898 0.561 5.099 -0.08 -1.31 -0.96
N -2.467 0.973 5.485 0.07 -1.27 2.18
H -2.621 -2.983 2.438 0.64 0.10 -0.24
H -3.758 -1.889 1.433 0.85 -0.05 0.45
H -4.383 -3.240 2.326 0.94 0.43 0.07
H -1.933 -0.979 3.836 -0.42 0.05 0.20
H -3.085 0.025 2.915 0.32 0.34 -0.10
H -3.468 -0.772 5.799 0.21 -0.83 0.66
H -5.577 -0.253 4.807 0.04 0.36 -0.51
H -4.950 1.420 4.452 -0.40 0.39 -0.31
H -5.258 0.790 6.079 0.24 0.56 0.84
H -2.592 1.829 5.027 -0.35 1.57 -0.76
H -2.658 1.137 6.489 0.54 0.22 -0.82
C -4.308 3.943 2.963 -0.25 -0.94 1.60
O -3.119 3.441 3.625 -0.35 0.12 -1.12
C -2.259 2.830 2.644 -0.16 -0.02 0.61
C -1.338 3.841 1.911 -1.82 -0.13 -0.12
C -2.181 4.471 0.778 -0.09 -0.38 0.05
N -0.151 3.187 1.449 1.00 -0.21 -0.75
H -4.503 3.305 2.094 -0.12 0.39 -0.03
H -4.208 4.995 2.686 -0.14 -0.17 0.09
H -5.141 3.780 3.700 0.62 0.49 -0.71
H -1.625 2.107 3.136 0.35 0.01 0.67
H -2.913 2.175 2.028 0.53 0.63 -0.45
H -1.075 4.617 2.628 0.15 -0.05 0.12
H -2.808 3.665 0.382 0.24 0.16 -0.51
H -1.638 4.985 -0.003 0.51 -0.26 -0.22
H -2.887 5.213 1.122 -0.06 0.16 0.48
H 0.461 2.962 2.222 0.02 0.06 0.11
H -0.341 2.304 0.971 -0.28 0.23 0.06
C 0.810 -4.254 -3.579 1.85 -0.46 -0.80
O -0.249 -4.975 -3.089 -1.88 -0.37 -0.41
C -0.174 -5.180 -1.718 2.75 -0.68 0.52
C -1.212 -6.111 -1.217 -0.47 -1.28 1.28
C -2.384 -5.309 -0.813 -1.83 1.23 0.49
N -0.764 -6.903 -0.033 -0.83 1.75 -0.39
H 1.013 -3.392 -2.954 0.29 0.33 0.08
H 0.685 -3.943 -4.618 -0.63 0.07 0.20
H 1.705 -4.927 -3.651 -0.21 0.61 0.48
H 0.843 -5.643 -1.505 -0.70 0.50 -0.03
H -0.223 -4.245 -1.148 0.12 0.17 -0.15
H -1.516 -6.805 -1.990 0.07 -0.03 -0.62
H -2.824 -4.888 -1.726 0.02 0.40 0.23
H -2.161 -4.511 -0.062 0.22 -0.43 -0.78
H -3.197 -5.850 -0.333 0.02 -0.55 -0.08
H 0.164 -7.196 -0.151 1.41 -0.73 -0.18
H -1.370 -7.690 0.060 -0.21 -0.55 0.18
C 7.172 -1.491 -0.226 -1.48 0.26 -0.88
O 5.728 -1.351 -0.547 3.19 1.35 0.46
C 5.040 -2.531 -0.583 -0.13 -1.39 1.02
C 3.607 -2.132 -0.499 -0.72 -0.76 -1.77
C 2.768 -3.372 -0.475 -0.54 -0.52 2.00
N 3.214 -1.328 -1.706 1.93 0.41 1.01
H 7.747 -1.745 -1.140 -0.40 -0.42 0.47
H 7.243 -2.266 0.572 0.40 0.75 -0.44
H 7.538 -0.475 0.017 -0.34 -0.65 0.45
H 5.330 -3.194 -1.394 -0.14 0.08 -0.71
H 5.191 -3.155 0.331 0.34 0.41 -0.28
H 3.566 -1.720 0.492 -0.43 1.25 0.15
H 3.199 -4.027 0.323 -0.56 0.20 -0.65
H 2.835 -3.840 -1.421 -0.11 -0.69 -0.97
H 1.699 -3.213 -0.180 0.85 0.05 -0.36
H 2.317 -0.926 -1.498 -0.14 0.72 -0.07
H 3.958 -0.582 -1.852 -1.67 -0.91 0.23
C 4.863 5.758 -0.589 0.10 0.19 0.27
O 3.685 5.182 0.025 1.73 0.12 -0.78
C 2.562 5.585 -0.712 -0.76 -0.46 0.43
C 2.076 4.579 -1.731 -0.62 0.12 -0.88
C 0.815 4.994 -2.482 -0.64 1.40 -0.90
N 1.895 3.229 -1.220 0.75 0.20 -0.05
H 5.748 5.447 -0.006 -0.48 0.23 -0.11
H 4.760 6.885 -0.589 0.28 -1.13 0.05
H 5.037 5.416 -1.636 -0.38 0.13 0.62
H 1.845 5.884 0.020 -1.02 0.05 0.43
H 2.839 6.422 -1.278 0.11 1.68 -0.76
H 2.886 4.623 -2.479 -0.23 -0.79 0.02
H 0.898 6.036 -2.889 0.21 -0.72 0.23
H -0.138 5.046 -1.920 0.63 -0.43 0.24
H 0.636 4.347 -3.365 0.25 0.17 0.61
H 2.819 3.063 -0.843 0.04 -0.82 0.46
H 1.252 3.267 -0.433 -0.04 0.06 0.19
C -0.786 0.323 -6.015 0.28 -0.09 1.67
O -0.986 -0.710 -5.050 -0.59 0.25 -0.20
C -1.223 -1.933 -5.717 0.37 -0.86 0.06
C -2.187 -2.793 -4.933 0.77 -1.41 -0.78
C -2.526 -4.158 -5.720 -0.15 1.30 1.22
N -3.384 -2.016 -4.769 -1.95 -0.61 0.35
H 0.130 0.119 -6.528 0.91 0.43 -0.28
H -0.826 1.235 -5.427 0.49 0.33 -0.33
H -1.555 0.320 -6.728 -1.35 0.04 -0.94
H -1.648 -1.758 -6.690 -0.29 0.22 -0.52
H -0.254 -2.410 -5.854 0.13 -0.33 -0.12
H -1.675 -3.059 -4.008 -0.15 -0.14 0.37
H -3.154 -3.847 -6.564 0.26 -0.37 -0.04
H -3.145 -4.756 -5.024 0.22 0.18 -0.40
H -1.671 -4.799 -6.018 -0.33 0.73 0.12
H -3.373 -1.369 -3.993 0.52 0.26 0.12
H -4.191 -2.612 -4.523 0.62 0.19 -0.42
C 0.190 -0.288 0.130 3.34 1.27 -0.34
O -0.849 0.611 0.066 -1.32 -0.34 1.39
C -2.013 0.095 -0.584 0.09 0.27 -0.48
C -1.929 0.591 -2.034 0.13 -1.71 -0.01
C -1.343 1.970 -2.096 -0.49 0.19 -0.40
N -3.229 0.508 -2.737 1.00 -0.60 -0.29
H 0.289 -0.790 -0.809 0.04 -0.68 -0.82
H 0.310 -1.033 0.916 -0.96 0.00 0.52
H 1.155 0.345 0.206 -1.26 -0.83 -0.03
H -2.071 -0.991 -0.439 0.14 0.01 -0.42
H -2.917 0.477 -0.137 -0.11 0.54 0.55
H -1.295 -0.117 -2.587 0.06 0.18 0.11
H -2.196 2.599 -1.879 0.19 0.87 0.54
H -1.142 2.127 -3.126 0.29 0.44 -1.22
H -0.419 2.210 -1.579 -0.33 -0.16 0.31
H -3.013 0.673 -3.717 -0.11 -0.24 -0.08
H -3.822 1.275 -2.504 -0.49 0.58 0.50
C 1.290 -4.959 3.025 -1.47 0.84 -0.25
O 2.137 -3.918 2.643 0.73 -0.57 -0.56
C 2.184 -2.903 3.586 -0.58 0.20 0.32
C 3.168 -1.841 3.151 0.12 -1.58 -0.98
C 4.555 -2.479 3.089 -1.14 -1.87 -0.61
N 3.211 -0.881 4.153 1.70 1.93 1.87
H 0.237 -4.524 2.936 0.87 -1.14 0.31
H 1.487 -5.322 4.032 -0.04 0.20 0.36
H 1.444 -5.803 2.370 -0.20 -0.05 -0.46
H 1.142 -2.525 3.753 0.59 0.12 0.01
H 2.571 -3.283 4.541 -0.24 -0.01 0.12
H 2.872 -1.390 2.211 -0.13 -0.22 -0.67
H 4.650 -3.326 2.344 -0.35 0.88 0.94
H 4.707 -2.860 4.106 0.45 0.02 -0.24
H 5.252 -1.742 2.824 1.19 1.00 -0.13
H 2.364 -0.367 4.208 -0.65 0.69 0.15
H 4.027 -0.247 4.015 -1.07 -0.47 0.11
O 1.667 -0.827 -4.472 0.19 -1.09 1.49
H 1.971 -1.388 -3.672 -0.92 1.24 -1.79
H 0.669 -0.782 -4.539 1.13 -0.33 0.58
O 2.822 1.668 -3.450 0.19 -1.14 -0.63
H 2.219 1.848 -2.707 0.04 -0.20 -0.26
H 2.657 0.762 -3.851 -0.30 1.50 0.82
```
Positions in Å, forces in eV/Å.

Here are the Löwdin charges for atoms 1 to 4, given in e: C -0.14; O -0.16; C -0.22; C -0.46